{
  "formula": "CH3O2S2",
  "method": "wB97M-V/def2-TZVPD",
  "elements": ["C", "O", "O", "S", "S", "H", "H", "H"],
  "xyz": [[2.172, 0.228, 0.699], [0.620, -3.599, -1.995], [-0.811, -4.307, -0.180], [0.708, -0.301, 1.600], [-0.326, -3.185, -0.925], [1.948, 0.398, -0.437], [2.821, -0.681, 0.598], [2.508, 1.281, 1.017]],
  "nbo_charge": [-0.782, -0.871, -0.860, -0.669, 1.644, 0.157, 0.195, 0.187],
  "energy_ha": -986.75743,
  "total_charge": -1,
  "homo_lumo_gap_ev": [4.81, 4.81],
  "relative_energy_kj_mol": 179.29,
  "e_homo_ev": [-2.5, -2.5]
}

---

{
  "formula": "CH3O3P",
  "method": "wB97M-V/def2-TZVPD",
  "elements": ["C", "O", "O", "O", "P", "H", "H", "H"],
  "xyz": [[0.034, 0.923, -1.346], [-0.704, -1.614, -0.140], [0.788, 1.187, -0.468], [-0.227, -0.510, 1.955], [0.390, -1.357, 0.729], [-0.955, 1.414, -1.332], [0.371, 0.161, -2.127], [0.302, -0.204, 2.730]],
  "nbo_charge": [0.289, -1.053, -0.540, -1.025, 1.556, 0.130, 0.127, 0.518],
  "energy_ha": -606.97939,
  "total_charge": 0,
  "homo_lumo_gap_ev": 10.41,
  "relative_energy_kj_mol": 120.33,
  "e_homo_ev": -10.2
}

---

{
  "formula": "CH3O3PS",
  "method": "wB97M-V/def2-TZVPD",
  "elements": ["C", "O", "O", "O", "P", "S", "H", "H", "H"],
  "xyz": [[-0.138, -0.014, 0.090], [2.763, -1.951, -0.916], [3.489, 0.074, 0.324], [3.203, 2.442, 0.474], [3.320, -1.575, 0.323], [2.935, 1.398, -0.478], [-0.423, 0.464, 1.115], [-0.359, 0.601, -0.748], [0.076, -1.057, 0.016]],
  "nbo_charge": [-0.525, -1.022, -1.050, -0.799, 1.594, 1.284, 0.176, 0.168, 0.173],
  "energy_ha": -1005.07346,
  "total_charge": 0,
  "homo_lumo_gap_ev": [7.95, 8.35],
  "relative_energy_kj_mol": 327.46,
  "e_homo_ev": [-9.2, -8.9]
}